1.
This record from OMol25 describes the molecule C18H17FN2O4. The level of theory is ωB97M-V/def2-TZVPD.

Its SMILES is CC(=O)Nc1ccc(C(=O)NCC(=O)OCc2ccccc2F)cc1. The calculation puts the HOMO energy at -8.8 eV. The value obtained for the lowest unoccupied orbital energy is 0.546 eV. The frontier orbital gap comes out at 9.36 eV. As for the net charge: 0. As for the spin multiplicity: 1.

```
42
C18H17FN2O4 (ωB97M-V/def2-TZVPD)
F 5.26335 2.46284 -2.03836
O -0.01201 0.85808 3.62531
O -5.00849 -0.47542 -1.94609
O 4.23909 0.50547 1.50235
O 2.32290 0.81589 0.37286
N 0.81465 -0.49219 2.01790
N -5.34807 -0.18222 0.29143
C -2.65362 0.14772 2.74624
C -1.51338 0.08982 1.94846
C -2.91800 -0.11776 -0.00174
C 3.89029 0.62495 -1.48871
C 5.81744 0.36347 -2.94022
C 3.62443 -0.72809 -1.64098
C -1.66371 -0.03012 0.56997
C 3.03184 1.52436 -0.63863
C 2.18221 -0.34082 2.42965
C 5.53689 -0.98592 -3.06844
C -5.75478 -0.35959 -1.00356
C 4.44070 -1.52857 -2.42116
C -7.26406 -0.39738 -1.12531
C -4.05418 -0.08995 0.80383
C 3.05138 0.36869 1.40274
C 4.99308 1.14492 -2.15487
C -0.18640 0.21450 2.60930
C -3.90784 0.05065 2.18483
H 6.17508 -1.61034 -3.67414
H -0.79980 -0.01856 -0.07914
H -7.53330 -0.54414 -2.16700
H -2.53319 0.26777 3.81194
H 2.17220 0.26283 3.34539
H -6.07752 -0.11050 0.98808
H 0.63464 -0.96938 1.15001
H 2.64382 -1.30706 2.66144
H -4.78565 0.08805 2.81507
H 2.25832 2.00630 -1.24432
H 4.21854 -2.57976 -2.52256
H -7.69290 0.53900 -0.77411
H 3.65928 2.29310 -0.17416
H -3.02687 -0.20456 -1.06960
H 2.77008 -1.15665 -1.13823
H -7.67012 -1.21460 -0.53261
H 6.66366 0.81516 -3.43284
```

=====

2.
This record from OMol25 describes a structure of composition C12H29AsO3Ru. The level of theory is ωB97M-V/def2-TZVPD.

The calculation puts the HOMO energy (spin up / spin down) at -23.6 / -23.8 eV. The value obtained for the lowest unoccupied orbital energy (spin up / spin down) is -16.456 / -17.703 eV. The frontier orbital gap (spin up / spin down) comes out at 7.17 / 6.08 eV. As for the net charge: +4. As for the spin multiplicity: 5.

```
46
C12H29AsO3Ru (ωB97M-V/def2-TZVPD)
Ru 0.17096 0.05158 0.02399
As 0.87605 2.68921 0.02954
O -1.41074 -0.43351 -1.22129
O 1.66443 -1.23805 0.47367
O -0.82840 -1.07349 1.24819
C -1.56810 4.31103 1.13769
C 2.31769 4.18854 -2.06711
C 3.06453 -0.85728 0.84988
C 0.05533 -1.92050 2.11256
C -1.28324 -1.21542 -2.49351
C -2.54990 -0.79446 -0.36835
C 1.13566 -2.44324 1.20673
C -2.05336 -1.74276 0.69088
C 1.82370 3.75338 2.79307
C 1.70233 2.82290 -1.73599
C 2.21687 3.62950 1.37323
C -0.61872 4.31713 0.02626
H 2.45557 2.02623 -1.77654
H -2.76004 -1.83442 1.51733
H 0.91444 2.55717 -2.45076
H -2.19824 3.42947 1.22704
H 0.77512 -3.11537 0.42813
H 3.16211 4.42405 -1.42091
H -1.75388 -2.72765 0.33146
H -0.56446 -2.69273 2.57104
H 3.40552 -0.16564 0.08382
H 0.41876 -1.25246 2.89217
H -1.15919 4.63506 2.09688
H -2.13931 -0.94506 -3.10739
H 2.37420 4.56201 0.83040
H -3.34981 -1.21483 -0.97925
H 1.96331 -2.92066 1.72984
H -2.24840 5.15520 0.85735
H 3.00587 2.89805 1.13541
H -1.26872 -2.27334 -2.24152
H -0.96390 3.96756 -0.95790
H 2.69094 4.14655 -3.09148
H 1.57885 2.81768 3.29171
H 0.05737 5.16858 -0.04908
H 1.06730 4.51848 2.97082
H 2.73210 4.14464 3.29253
H 3.65814 -1.76816 0.80453
H -2.90116 0.13896 0.07332
H 1.58195 4.99182 -2.02668
H 3.04821 -0.43225 1.85092
H -0.35471 -0.89504 -2.95915
```

=====

3.
This record from OMol25 describes a structure of composition C40H55Cl3N5O3PdSSbSi3 at a distorted geometry. The level of theory is ωB97M-V/def2-TZVPD.

The calculation puts the HOMO energy (spin up / spin down) at -7.9 / -7.9 eV. The value obtained for the lowest unoccupied orbital energy (spin up / spin down) is -0.541 / -0.541 eV. The frontier orbital gap (spin up / spin down) comes out at 7.32 / 7.32 eV. As for the net charge: 0. As for the spin multiplicity: 1.

```
112
C40H55Cl3N5O3PdSSbSi3 (ωB97M-V/def2-TZVPD)
Sb 1.12247 0.17130 -2.14494
Pd 0.17102 -1.81493 -0.58521
Cl -5.02098 5.47469 4.66250
Cl -4.42169 3.94098 9.74958
Cl -6.99737 1.18671 0.30589
S -5.39515 -1.27525 0.76992
Si 3.17512 2.13996 -0.74020
Si -1.33640 -2.19890 -3.11491
Si 4.45716 0.42201 -3.17162
O -1.40173 -3.17521 0.22025
O -5.19985 2.75976 3.15416
O -2.62356 -3.64507 2.03783
N 1.69590 -3.71940 -1.76402
N 0.11747 -1.44207 1.60471
N -2.43128 2.62752 1.97442
N -1.35026 1.09536 0.79682
N 2.77798 -1.52534 -0.36598
C 5.26800 -1.59857 0.82260
C -1.64346 1.52735 1.99985
C -1.66032 -1.83281 -4.94055
C -4.66217 -1.59351 2.28165
C 3.67533 -0.58521 -0.67467
C 0.44829 -1.85470 -2.60481
C 2.38585 -4.63106 -4.28692
C 6.28628 0.49825 -2.72424
C -2.57355 -1.17344 -2.16382
C -4.93047 -0.60556 3.17632
C -1.64022 -4.02114 -2.84207
C 4.94290 -0.60049 -0.07142
C 2.39659 3.48150 -1.79861
C -6.06005 0.18936 1.34521
C 1.09699 0.71797 -4.23495
C -1.64151 -3.17126 1.47364
C 2.40614 -4.83469 -1.91915
C -3.84451 2.32342 7.66325
C 1.31536 -3.03867 -2.84928
C -4.67083 4.52284 7.13102
C -5.73753 0.44813 2.64245
C -2.90759 3.36814 3.13170
C 4.24256 -1.21370 -4.04969
C -2.67391 2.90127 0.65061
C -3.76614 2.04979 6.30747
C 3.10341 -2.49940 0.49009
C -0.56475 -2.50550 2.34976
C 2.78706 -5.32878 -3.15463
C 4.33137 -2.58294 1.11119
C 3.28196 0.46595 -1.67836
C 1.63594 -3.48169 -4.13693
C 4.20845 1.88384 -4.33200
C -4.57437 4.22302 5.78185
C -3.99937 2.59604 3.87763
C 4.83648 2.81566 -0.18574
C -4.12482 2.98146 5.33763
C -6.13711 1.69230 3.37336
C -1.99193 1.95446 -0.05928
C -4.30263 3.56627 8.06122
C 2.11442 1.87673 0.79208
H -2.72292 -1.96323 -5.16335
H -0.86924 -4.64735 -3.29424
H 2.33579 -3.24375 0.66245
H -3.52536 -1.70616 -2.25014
H 6.24685 -1.61453 1.28543
H 4.32108 1.55529 -5.36835
H 4.82989 -1.23764 -4.97142
H 2.59867 2.30753 1.67206
H -4.58927 -0.63945 4.20284
H 4.98222 2.63229 -4.14196
H 2.68038 -5.35673 -1.00807
H -6.23786 1.48716 4.44441
H 1.93619 0.81715 0.98836
H 1.14912 1.79561 -4.36987
H 5.52767 2.98411 -1.01301
H -3.30490 3.71950 0.34979
H -4.08403 -2.49628 2.43487
H -2.70943 -0.17890 -2.59718
H -7.09137 2.06939 3.01162
H -2.36038 -1.06642 -1.09991
H 3.07273 3.84225 -2.57457
H -3.31750 4.30969 2.77389
H -0.50261 -0.64214 1.46580
H 0.16378 -3.27863 2.60690
H 5.65988 0.16867 -0.30876
H 1.91093 0.23295 -4.76739
H -1.70359 -4.24365 -1.77600
H 5.32488 2.18199 0.55512
H -2.59712 -4.27911 -3.30622
H -1.93096 1.83628 -1.12851
H 4.65271 3.78474 0.28754
H 6.82606 0.66343 -3.66204
H 3.37000 -6.23651 -3.22766
H 4.54806 -3.39423 1.79195
H 1.46095 3.17624 -2.27226
H -3.56446 1.58379 8.39966
H 3.20659 -1.42990 -4.30507
H 1.13308 2.34018 0.67741
H -1.39497 -0.81086 -5.21698
H -5.02466 5.49297 7.44840
H -1.02296 -2.15424 3.27556
H -2.07239 3.58648 3.79720
H 2.15941 4.32589 -1.14527
H 4.59115 -2.02996 -3.40992
H 6.54653 1.31984 -2.05564
H 0.94354 -1.09955 2.07905
H -3.42233 1.07271 5.98698
H -1.10413 -2.51245 -5.59135
H 2.64895 -4.98903 -5.27460
H 6.65797 -0.43176 -2.29275
H 3.24504 2.37610 -4.24784
H 1.28482 -2.92316 -4.99623
H -3.71195 1.54047 3.84954
H 0.15002 0.35160 -4.62202
H -1.29555 1.09868 2.92904
```

=====

For the records above, the corresponding energy values read -1206.51983 -3029.05660 -5072.17061 Ha.
For the records above, the corresponding energy relative to the best compared isomer or geometry (same formula, charge and spin) values read 1.49 17.34 22.21 kcal per mole.